C6H14N5 | wB97M-V/def2-TZVPD

## Properties
gap between HOMO and LUMO: 8.85 eV
E: -510.56376 a.u.
total charge: +1
E_HOMO: -0.433 hartree

Cartesian coordinates (Å):
C (1.396, -1.250, 2.266)
C (-0.908, -2.373, -0.291)
C (0.620, -1.600, 1.059)
C (1.212, -2.568, 0.277)
N (-0.664, -1.439, 0.622)
N (0.248, -3.048, -0.600)
H (-1.920, -2.434, -0.772)
H (0.369, -3.830, -1.239)
H (2.181, -3.011, 0.181)
H (2.413, -0.955, 2.019)
H (1.231, -1.943, 3.121)
H (0.943, -0.415, 2.833)
C (0.404, 3.494, 0.353)
C (-0.571, 1.848, -0.882)
N (-0.280, 3.205, -0.981)
N (-0.140, 0.953, -1.787)
N (-1.560, 1.522, -0.077)
H (0.226, 3.658, -1.730)
H (0.530, 1.262, -2.475)
H (-0.323, -0.034, -1.798)
H (-2.002, 2.216, 0.536)
H (-1.514, 0.617, 0.407)
H (-0.226, 3.554, 1.213)
H (0.739, 4.565, 0.298)
H (1.372, 2.970, 0.458)

***

C6H14NO | wB97M-V/def2-TZVPD

## Properties
<S²>: 0.75
gap between HOMO and LUMO (alpha / beta): 2.92 / 6.81 eV
multiplicity: 2
E: -366.75679 a.u.
total charge: -2
E_HOMO (alpha / beta): 0.144 / 0.000 hartree

Cartesian coordinates (Å):
C (-0.080, 2.474, -1.180)
O (1.273, 2.653, -1.189)
C (-0.626, 1.470, 0.027)
C (0.482, 0.319, 0.192)
C (0.005, -0.945, 0.976)
C (0.518, -2.188, 0.428)
C (-0.133, -2.651, -0.787)
N (-0.850, 2.118, 1.242)
H (-0.685, 3.363, -1.143)
H (-0.286, 1.967, -2.278)
H (-1.430, 0.843, -0.335)
H (0.482, -0.085, -0.848)
H (1.538, 0.712, 0.429)
H (-1.045, -0.792, 1.204)
H (0.377, -1.008, 2.123)
H (0.698, -2.946, 1.311)
H (1.676, -2.163, 0.265)
H (-0.192, -1.732, -1.518)
H (0.324, -3.550, -1.215)
H (-1.344, -2.778, -0.730)
H (-0.463, 3.072, 1.065)
H (-0.239, 1.848, 1.962)

***

C6H14NO | wB97M-V/def2-TZVPD

## Properties
<S²>: 0.75
gap between HOMO and LUMO (alpha / beta): 6.22 / 9.53 eV
multiplicity: 2
E: -366.86995 a.u.
E_HOMO (alpha / beta): -0.207 / -0.329 hartree

Cartesian coordinates (Å):
C (2.079, -1.937, 0.920)
C (1.017, -1.234, 1.732)
C (-0.073, -0.393, 0.989)
C (-0.233, -0.295, -0.455)
C (-0.162, -1.275, -1.359)
C (0.135, 1.415, -2.206)
N (-0.590, 1.027, -1.100)
H (1.730, -2.447, -0.031)
H (2.854, -1.240, 0.601)
H (2.512, -2.734, 1.523)
H (0.697, -1.921, 2.555)
H (1.573, -0.431, 2.291)
H (-0.977, -0.663, 1.605)
H (-0.042, 0.622, 1.476)
H (-0.422, -0.947, -2.385)
H (0.189, -2.257, -1.198)
H (-0.235, 2.278, -2.757)
H (0.968, 0.829, -2.637)
H (-1.426, 1.522, -0.849)
H (-1.131, 2.419, 1.187)
H (-2.620, 2.614, 1.466)
O (-2.007, 2.176, 0.866)

***

C6H14NO | wB97M-V/def2-TZVPD

## Properties
gap between HOMO and LUMO: 5.23 eV
E: -366.45642 a.u.
total charge: +1
E_HOMO: -0.476 hartree

Cartesian coordinates (Å):
C (-0.969, 1.719, -0.585)
C (-0.864, 2.286, 0.806)
C (-0.336, 0.794, 0.686)
C (1.044, 0.535, 0.337)
C (-1.120, -1.405, 0.870)
C (-1.197, -0.165, 1.350)
N (2.434, -2.366, -0.912)
H (-1.869, 1.327, -1.052)
H (-0.425, 2.191, -1.394)
H (-1.820, 2.380, 1.302)
H (-0.001, 2.736, 1.294)
H (1.781, 1.334, 0.400)
H (1.375, -0.343, 0.903)
H (-0.396, -1.498, 0.034)
H (-1.582, -2.319, 1.253)
H (-2.023, 0.244, 1.915)
H (2.185, -3.343, -0.850)
H (1.892, -1.698, -1.447)
H (3.374, -2.454, -1.293)
H (1.043, 0.053, -0.751)
H (-0.081, -0.440, -2.386)
O (0.040, -0.437, -1.423)